(1)
DFT (ωB97M-V/def2-TZVPD) results for a cluster of 6 separate species, C15H41INO11 in total.

Structure (XYZ):
```
69
Properties=species:S:1:pos:R:3
O 1.97 -0.98 -0.99
C 1.08 -0.45 -0.02
C 1.81 0.53 0.91
N 0.91 0.93 2.03
C 0.36 -0.25 2.81
C 0.81 -1.59 2.21
I -0.02 -3.21 3.36
C 0.42 -1.65 0.73
H 2.54 -0.24 -1.25
H 0.26 0.08 -0.52
H 2.71 0.10 1.36
H 2.14 1.40 0.34
H 1.43 1.53 2.67
H 0.17 1.51 1.63
H 0.79 -0.19 3.81
H -0.72 -0.17 2.88
H 1.89 -1.72 2.30
H 0.81 -2.57 0.30
H -0.67 -1.61 0.59
C -2.14 -2.44 7.72
C -1.59 -1.03 7.77
O -0.17 -1.06 7.66
O -1.58 -3.22 8.76
H -3.22 -2.45 7.83
H -1.87 -2.91 6.76
H -1.82 -0.57 8.73
H -2.02 -0.41 6.97
H 0.04 -1.32 6.76
H -0.66 -2.94 8.85
C 3.13 1.89 -4.06
C 2.02 0.99 -4.57
O 0.76 1.64 -4.41
O 2.87 2.22 -2.69
H 4.10 1.39 -4.12
H 3.16 2.81 -4.64
H 1.97 0.08 -3.97
H 2.18 0.71 -5.61
H 0.72 2.36 -5.05
H 1.91 2.34 -2.63
C 6.27 3.58 -1.24
C 5.50 3.46 0.06
O 4.21 4.07 -0.08
O 6.41 4.95 -1.60
H 7.27 3.15 -1.14
H 5.74 3.06 -2.04
H 6.01 3.99 0.86
H 5.38 2.41 0.35
H 3.70 3.52 -0.68
H 5.59 5.38 -1.37
C -1.39 -1.96 -2.00
C -1.74 -3.04 -3.00
O -3.12 -2.96 -3.33
O -2.20 -2.08 -0.83
H -0.35 -2.03 -1.70
H -1.57 -0.97 -2.44
H -1.59 -4.03 -2.56
H -1.13 -2.96 -3.90
H -3.25 -2.15 -3.85
H -3.08 -2.36 -1.14
C -5.89 -1.01 -3.15
C -6.75 -0.11 -2.29
O -7.13 1.05 -3.03
O -4.74 -0.30 -3.60
H -5.55 -1.88 -2.59
H -6.45 -1.35 -4.03
H -6.19 0.25 -1.43
H -7.65 -0.64 -1.94
H -7.76 0.78 -3.71
H -5.03 0.60 -3.79
```

The HOMO energy comes out at -12.02 eV. The HOMO-LUMO gap comes out at 0.3122 Ha. The total charge is +1. The calculation puts the electronic energy at -1775.88378 hartree.

Now the Mulliken charges, all in e: -0.6069 0.7625 -1.3950 0.0508 -0.7642 -0.9058 0.1555 -0.8637 0.3046 0.1907 0.3499 0.5818 0.4127 0.4369 0.4295 0.3960 0.4745 0.6251 0.4204 -0.1306 -0.4587 -0.5201 -0.5053 0.3115 0.1270 0.2809 0.2637 0.2880 0.3377 -0.3883 -0.5200 -0.5051 -0.4045 0.3256 0.2982 0.1979 0.3796 0.3107 0.3251 -0.1260 -0.3700 -0.5666 -0.5070 0.3354 0.0600 0.3351 0.2019 0.3027 0.3384 0.1211 -0.7560 -0.4939 -0.5284 0.1529 0.1670 0.3262 0.3231 0.2966 0.3075 -0.1895 -0.5249 -0.5410 -0.5096 0.2621 0.2680 0.2831 0.3187 0.3269 0.3178

***

(2)
DFT (ωB97M-V/def2-TZVPD) results for a structure of composition C15H42B2F8O7V2.

Structure (XYZ):
```
76
Properties=species:S:1:pos:R:3
V 3.57 -4.99 -21.50
V 1.34 -6.93 -22.91
O 2.21 -6.52 -20.95
H 2.81 -7.19 -20.60
O 2.99 -5.68 -23.41
H 3.75 -6.14 -23.80
B 5.66 -7.65 -21.20
F 6.92 -7.86 -20.67
F 5.32 -6.26 -21.10
F 5.68 -7.98 -22.57
F 4.67 -8.37 -20.53
B -0.65 -4.90 -23.19
F -0.52 -3.58 -22.74
F -0.22 -5.74 -22.11
F -1.92 -5.18 -23.61
F 0.28 -5.14 -24.25
C 2.33 -2.84 -26.08
C 1.83 -4.11 -26.75
C 2.06 -4.10 -28.25
O 2.49 -5.25 -26.19
H 3.43 -2.85 -26.08
H 1.99 -2.76 -25.05
H 2.13 -1.91 -26.61
H 0.75 -4.19 -26.58
H 3.12 -4.00 -28.48
H 1.52 -3.27 -28.72
H 1.72 -5.03 -28.70
H 2.65 -5.09 -25.24
C 5.95 -5.07 -27.87
C 5.53 -6.53 -27.83
C 5.80 -7.20 -26.50
O 4.13 -6.63 -28.09
H 6.99 -4.95 -27.56
H 5.34 -4.43 -27.24
H 5.82 -4.78 -28.92
H 6.09 -7.08 -28.59
H 5.60 -8.27 -26.43
H 5.18 -6.75 -25.71
H 6.85 -7.08 -26.20
H 3.66 -6.15 -27.38
C 5.61 -1.99 -24.06
C 5.33 -3.44 -23.69
C 6.49 -4.36 -24.06
O 5.07 -3.56 -22.27
H 4.92 -1.33 -23.53
H 5.54 -1.85 -25.13
H 6.64 -1.71 -23.80
H 4.49 -3.82 -24.27
H 6.18 -5.40 -23.89
H 7.39 -4.25 -23.44
H 6.74 -4.28 -25.11
H 5.80 -3.08 -21.87
C 3.74 -10.02 -24.84
C 2.83 -9.99 -23.63
C 3.32 -10.92 -22.50
O 2.81 -8.62 -23.12
H 4.74 -9.66 -24.63
H 3.29 -9.38 -25.60
H 3.81 -11.02 -25.27
H 1.81 -10.24 -23.90
H 3.30 -11.92 -22.94
H 2.61 -10.87 -21.68
H 4.31 -10.62 -22.19
H 3.73 -8.44 -22.85
C -1.03 -7.22 -26.42
C 0.03 -8.20 -26.00
C 0.88 -8.72 -27.17
O 0.95 -7.52 -25.08
H -1.61 -6.88 -25.56
H -1.70 -7.71 -27.13
H -0.59 -6.38 -26.96
H -0.36 -9.05 -25.44
H 1.51 -7.91 -27.56
H 0.27 -9.04 -28.01
H 1.51 -9.56 -26.89
H 1.28 -6.76 -25.59
```

As for the spin multiplicity: 7. The HOMO energy (alpha / beta) comes out at -8.23 / -10.05 eV. The HOMO-LUMO gap (alpha / beta) comes out at 0.2770 / 0.3398 Ha. The calculation puts the electronic energy at -3860.63684 hartree.

Now the Mulliken charges, all in e: 0.6920 0.8770 -0.9137 0.2182 0.6992 -0.2530 0.2653 -0.2816 -0.2896 -0.2972 -0.3915 0.0290 -0.3694 -0.4186 -0.3680 -0.0287 -1.2857 1.2196 -1.6404 0.8964 0.0860 0.2461 0.4670 -0.1345 0.2321 0.5092 0.3410 -0.5119 -1.1059 0.5129 -0.6293 -0.5519 0.4961 -0.0184 0.3136 0.4019 0.2301 -0.3371 0.4630 0.0457 -1.6274 2.0435 -0.9197 -0.4583 0.3910 0.3697 0.4424 -1.1640 -0.0574 0.4407 0.2200 0.3197 -1.0808 0.3989 -1.4134 0.0500 0.3031 -0.0474 0.4615 0.3244 0.4276 0.3226 0.2994 -0.1178 -1.1145 0.3500 -1.1396 0.7713 0.2411 0.5050 0.0910 0.4001 0.1670 0.4486 0.2550 -0.3179

***

(3)
DFT (ωB97M-V/def2-TZVPD) results for a cluster of 7 separate species, C15H44N4O7 in total.

Structure (XYZ):
```
70
Properties=species:S:1:pos:R:3
C 1.35 2.33 -4.03
O -0.04 2.05 -4.10
H 1.69 2.55 -3.04
H 1.57 3.22 -4.64
H 1.94 1.53 -4.42
H -0.24 1.73 -3.25
C 2.95 0.88 -1.28
O 2.01 1.46 -0.46
N 2.61 0.28 -2.38
N 4.19 0.93 -1.00
H 1.68 0.26 -2.74
H 3.30 -0.23 -2.90
H 4.46 1.22 -0.05
H 4.96 0.68 -1.65
C 3.60 1.28 2.35
O 4.54 1.68 1.44
N 3.89 0.42 3.28
N 2.35 1.64 2.37
H 4.86 0.16 3.46
H 3.15 -0.08 3.89
H 2.01 1.78 1.42
H 1.72 1.53 3.12
C 2.49 -1.87 1.50
C 1.09 -1.35 1.56
C 0.40 -1.66 0.24
O 0.38 -1.83 2.51
H 2.90 -1.92 2.51
H 2.93 -1.01 1.02
H 2.72 -2.68 0.86
H 1.02 -0.29 1.74
H 1.05 -1.22 -0.41
H -0.64 -1.24 0.25
H 0.44 -2.72 0.05
H -0.50 -1.52 2.32
C -2.73 -0.63 -3.93
C -2.33 -1.38 -2.64
C -0.88 -1.89 -2.75
O -2.39 -0.82 -1.57
H -3.70 -0.05 -3.76
H -2.70 -1.39 -4.69
H -1.94 0.06 -4.26
H -2.88 -2.31 -2.51
H -0.16 -1.06 -2.62
H -0.62 -2.36 -3.72
H -0.59 -2.58 -1.94
H -1.67 -0.15 -1.52
C -3.59 -0.59 4.29
C -2.41 -1.19 3.70
C -2.57 -2.67 3.41
O -2.12 -0.65 2.59
H -3.29 0.28 4.88
H -4.04 -1.42 4.93
H -4.33 -0.34 3.52
H -1.54 -1.04 4.36
H -1.69 -3.06 2.97
H -3.44 -2.80 2.80
H -2.80 -3.25 4.31
H -2.93 -0.70 2.00
C -2.33 2.38 -1.45
C -0.91 2.10 -0.95
C -0.94 1.76 0.58
O -0.42 1.08 -1.45
H -3.10 1.66 -1.21
H -2.37 2.57 -2.55
H -2.61 3.31 -1.05
H -0.27 3.00 -1.01
H -1.50 0.84 0.66
H -1.49 2.54 1.10
H 0.07 1.67 0.96
H 0.45 1.06 -1.06
```

The HOMO energy comes out at -9.04 eV. The calculation puts the energy relative to the best compared isomer or geometry (same formula, charge and spin) at 506.8 kJ/mol. The HOMO-LUMO gap comes out at 0.3508 Ha. The calculation puts the electronic energy at -1343.45742 hartree.

Now the Mulliken charges, all in e: -0.6580 -0.6294 0.1617 0.3793 0.2995 0.1383 0.2811 -0.9036 -0.1025 -0.2540 -0.2311 0.1577 0.3869 0.1758 0.5147 -0.8281 -0.3336 -0.1828 0.2301 0.2336 0.0878 0.2507 -1.4543 2.0249 -1.5866 -0.6910 0.2901 0.3666 0.3077 -0.4834 0.4790 0.3577 0.4062 0.1218 -1.3418 0.4366 -0.6480 -0.4946 0.2454 0.4887 0.2046 0.4387 -0.0383 0.4694 0.1421 -0.2929 -1.2522 0.4025 -1.4444 -0.3624 0.3090 0.3456 0.3262 0.2504 0.4400 0.3898 0.3971 0.2759 -1.7976 0.9710 -0.9574 2.0164 0.3065 0.2906 0.5859 0.3432 0.0005 0.6206 -0.2439 -1.1361

***

(4)
DFT (ωB97M-V/def2-TZVPD) results for a cluster of 8 separate species, C15H44N5O10 in total.

Structure (XYZ):
```
74
Properties=species:S:1:pos:R:3
N -0.16 0.40 0.83
O 0.78 1.13 1.17
O -0.16 -0.80 1.12
O -1.11 0.87 0.17
C -2.32 -0.05 -3.09
O -3.03 0.06 -1.87
H -1.35 -0.57 -2.95
H -2.84 -0.68 -3.80
H -2.07 0.94 -3.47
H -2.45 0.57 -1.30
C -2.90 -3.20 1.23
O -3.60 -4.20 1.32
N -1.82 -2.95 2.03
N -3.05 -2.27 0.23
H -1.19 -2.21 1.73
H -1.64 -3.58 2.78
H -3.71 -2.47 -0.49
H -2.69 -1.33 0.30
C 3.94 -0.80 0.96
O 5.05 -1.22 0.66
N 2.95 -1.66 1.40
N 3.57 0.51 0.94
H 1.98 -1.37 1.39
H 3.22 -2.62 1.48
H 4.21 1.11 0.46
H 2.59 0.74 1.10
C 1.66 0.11 5.22
C 0.30 -0.12 4.56
C -0.27 -1.50 4.84
O -0.63 0.86 5.07
H 2.37 -0.63 4.87
H 1.55 0.09 6.31
H 2.03 1.11 4.98
H 0.43 0.02 3.49
H 0.01 -2.14 4.00
H -1.36 -1.48 4.89
H 0.09 -1.96 5.76
H -0.30 1.71 4.76
C 1.90 1.35 -4.36
C 1.09 1.78 -3.16
C 1.92 2.48 -2.07
O 0.08 2.68 -3.65
H 2.00 2.16 -5.08
H 1.39 0.54 -4.88
H 2.87 0.96 -4.04
H 0.54 0.97 -2.68
H 2.89 1.99 -1.94
H 1.42 2.35 -1.11
H 2.04 3.55 -2.22
H -0.46 3.00 -2.91
C -1.42 4.69 0.82
C -1.75 4.52 -0.64
C -1.21 5.68 -1.47
O -1.07 3.36 -1.15
H -0.40 5.05 0.96
H -1.51 3.73 1.34
H -2.01 5.44 1.35
H -2.81 4.39 -0.89
H -1.34 5.50 -2.54
H -0.12 5.65 -1.41
H -1.59 6.65 -1.15
H -1.13 2.64 -0.50
C 0.63 -3.23 -1.15
C 0.34 -4.68 -1.47
C -1.13 -4.98 -1.80
O 1.18 -5.18 -2.51
H 0.37 -2.58 -2.00
H 1.70 -3.08 -0.96
H -0.02 -2.86 -0.36
H 0.61 -5.30 -0.61
H -1.34 -4.58 -2.79
H -1.79 -4.52 -1.07
H -1.23 -6.06 -1.81
H 1.29 -4.51 -3.20
```

The HOMO energy comes out at -7.18 eV. The HOMO-LUMO gap comes out at 0.3601 Ha. The total charge is -1. The calculation puts the electronic energy at -1624.17189 hartree.

Now the Mulliken charges, all in e: 0.7973 -0.8838 -0.5359 -0.9815 -0.3175 -0.5279 -0.0740 0.3681 0.2495 0.3431 0.3695 -0.7002 -0.0271 -0.1089 0.0903 0.1567 0.1548 0.1463 0.4685 -0.7219 -0.2564 -0.2959 0.0656 0.1903 0.2310 0.3431 -1.5463 1.6828 -1.2335 -0.6235 0.3503 0.3836 0.3595 -0.5278 0.2064 0.3802 0.3339 0.3359 -1.5521 1.4188 -1.1375 -0.6504 0.3398 0.3665 0.3592 -0.3495 0.3523 0.1351 0.2748 0.3934 -1.3183 0.7133 -1.4131 -0.0932 0.3037 0.3456 0.3884 0.2378 0.3572 0.2873 0.3944 0.1332 -0.3871 0.3569 -1.0828 -0.5820 0.1791 0.3904 -0.2046 0.2616 0.2690 0.2052 0.3187 0.3441

***

(5)
DFT (ωB97M-V/def2-TZVPD) results for a structure of composition C15H45F2K2NO24P5S2.

Structure (XYZ):
```
96
Properties=species:S:1:pos:R:3
K -2.62 4.26 0.71
K -0.22 3.46 -5.84
N 0.65 -0.35 -2.98
S 1.69 -0.08 -1.69
O 2.53 -1.19 -1.25
O 1.18 0.86 -0.73
F 2.78 0.78 -2.41
S 0.07 -1.65 -2.57
O -0.57 -1.72 -1.23
O 0.81 -2.85 -3.07
F -1.20 -1.55 -3.55
C -8.67 4.43 1.67
O -7.97 3.50 0.89
P -8.62 3.23 -0.60
O -8.76 4.40 -1.49
O -9.92 2.40 -0.23
C -9.91 1.09 0.24
O -7.50 2.20 -1.23
C -7.54 1.79 -2.60
H -9.71 4.11 1.71
H -8.57 5.39 1.17
H -8.25 4.73 2.63
H -9.89 1.09 1.33
H -8.98 0.60 -0.04
H -10.63 0.37 -0.14
H -7.09 2.39 -3.39
H -8.59 1.58 -2.83
H -6.96 0.86 -2.61
C -0.32 2.53 8.36
O -1.60 2.04 8.30
P -2.31 1.51 6.93
O -2.37 2.41 5.79
O -1.51 0.09 6.69
C -0.96 -0.43 5.41
O -3.80 1.13 7.50
C -3.90 0.40 8.67
H 0.22 2.23 7.46
H 0.11 1.88 9.12
H -0.37 3.56 8.72
H -0.87 0.24 4.56
H -1.49 -1.33 5.09
H 0.08 -0.69 5.62
H -3.50 -0.59 8.49
H -4.93 0.44 9.03
H -3.33 0.90 9.45
C 8.97 2.90 -7.81
O 9.27 1.59 -7.28
P 8.36 0.31 -7.86
O 8.53 -0.92 -7.00
O 6.85 0.82 -8.10
C 5.79 0.10 -7.76
O 8.98 0.19 -9.37
C 10.26 0.42 -9.74
H 8.53 2.99 -8.80
H 9.88 3.40 -8.14
H 8.54 3.63 -7.12
H 5.40 0.41 -6.79
H 5.94 -0.97 -7.85
H 5.08 0.21 -8.58
H 10.31 0.04 -10.76
H 11.05 -0.07 -9.16
H 10.46 1.50 -9.74
C 11.78 -1.48 2.33
O 11.59 -0.29 1.59
P 11.89 -0.29 -0.05
O 11.68 -1.60 -0.68
O 10.77 0.79 -0.55
C 9.44 0.38 -0.57
O 13.36 0.39 -0.37
C 13.47 0.85 -1.75
H 12.56 -2.10 1.87
H 11.01 -2.24 2.21
H 12.09 -1.42 3.38
H 9.36 -0.54 0.02
H 9.08 0.15 -1.57
H 8.94 1.21 -0.06
H 13.07 0.01 -2.32
H 14.47 1.18 -2.04
H 12.86 1.72 -1.98
C -7.13 -4.22 2.65
O -8.40 -3.80 3.24
P -9.62 -4.82 3.16
O -9.57 -5.85 4.25
O -9.73 -5.37 1.62
C -10.96 -5.35 0.92
O -10.96 -3.87 3.30
C -11.36 -3.03 4.45
H -7.17 -3.97 1.59
H -6.92 -5.29 2.68
H -6.38 -3.72 3.25
H -11.03 -6.20 0.24
H -11.05 -4.51 0.22
H -11.88 -5.22 1.48
H -10.44 -2.53 4.75
H -11.64 -3.75 5.22
H -12.06 -2.20 4.34
```

The HOMO energy comes out at -10.69 eV. The calculation puts the energy relative to the best compared isomer or geometry (same formula, charge and spin) at 339.3 kJ/mol. The HOMO-LUMO gap comes out at 0.2194 Ha. The total charge is +1. The calculation puts the electronic energy at -6361.80895 hartree.

Now the Mulliken charges, all in e: 1.0012 0.9927 -0.2792 1.0597 -0.5349 -0.5802 -0.2521 1.0284 -0.5791 -0.5720 -0.2841 -0.7295 -0.2541 0.9714 -0.6659 -0.2999 -0.6841 -0.2739 -0.6511 0.2878 0.3118 0.2678 0.2833 0.3033 0.3051 0.2576 0.2973 0.2721 -0.6612 -0.2836 1.0785 -0.7060 -0.3029 -0.6505 -0.3309 -0.5919 0.3093 0.2796 0.2286 0.2882 0.2812 0.2684 0.2655 0.2465 0.2815 -0.8493 -0.2953 0.9901 -0.6593 -0.2406 -0.7439 -0.2859 -0.5984 0.3423 0.3694 0.2988 0.2593 0.3534 0.2673 0.2508 0.3046 0.2369 -0.7189 -0.2791 1.0027 -0.6099 -0.3466 -0.5897 -0.3370 -0.6469 0.3001 0.3036 0.3047 0.2868 0.2357 0.2393 0.3361 0.2550 0.2647 -0.6662 -0.2517 0.9248 -0.6639 -0.2972 -0.6483 -0.3020 -0.6296 0.2588 0.3429 0.2430 0.2909 0.2754 0.3021 0.2456 0.3033 0.2716

***

(6)
DFT (ωB97M-V/def2-TZVPD) results for a structure of composition C15H45GeN4Si3Y.

Structure (XYZ):
```
69
Properties=species:S:1:pos:R:3
Y -0.56 1.09 0.45
N -2.03 0.82 -1.46
C -2.33 2.05 -2.27
C -1.09 2.92 -2.24
N -0.69 3.26 -0.84
C -1.68 4.15 -0.17
C -2.58 3.43 0.83
N -1.75 2.68 1.83
C 0.67 3.89 -0.90
C 1.75 2.82 -0.92
N 1.62 2.09 0.38
H -1.55 0.14 -2.06
H -2.91 0.35 -1.24
H -3.18 2.55 -1.82
H -2.61 1.79 -3.29
H -1.23 3.83 -2.83
H -0.27 2.37 -2.70
H -2.29 4.68 -0.91
H -1.13 4.93 0.37
H -3.23 2.71 0.35
H -3.23 4.15 1.33
H -2.37 2.29 2.54
H -1.18 3.34 2.36
H 0.81 4.50 -0.01
H 0.75 4.57 -1.76
H 2.75 3.23 -1.05
H 1.59 2.10 -1.73
H 1.81 2.75 1.13
H 2.35 1.38 0.47
C 1.91 -1.34 -3.07
Si 2.40 -2.00 -1.39
C 2.58 -3.85 -1.38
C 3.91 -1.10 -0.74
Ge 0.60 -1.47 0.13
Si -1.65 -2.37 -0.20
C -2.90 -1.26 0.71
C -2.07 -2.52 -2.02
C -1.53 -4.02 0.65
Si 1.07 -1.36 2.58
C -0.53 -1.03 3.49
C 1.74 -3.08 2.84
C 2.28 -0.05 3.14
H 2.78 -1.18 -3.71
H 1.39 -0.38 -2.98
H 1.25 -2.03 -3.59
H 3.42 -4.17 -2.00
H 1.67 -4.32 -1.78
H 2.74 -4.23 -0.37
H 4.82 -1.49 -1.21
H 4.03 -1.22 0.34
H 3.87 -0.03 -0.99
H -2.88 -0.20 0.40
H -2.75 -1.30 1.78
H -3.93 -1.57 0.52
H -2.60 -1.66 -2.43
H -2.74 -3.38 -2.13
H -1.19 -2.72 -2.64
H -1.30 -3.92 1.71
H -0.77 -4.65 0.19
H -2.48 -4.54 0.57
H -1.30 -1.76 3.24
H -0.94 -0.02 3.30
H -0.39 -1.08 4.57
H 1.09 -3.84 2.43
H 1.83 -3.26 3.91
H 2.73 -3.19 2.40
H 1.88 0.96 3.08
H 3.25 -0.09 2.62
H 2.49 -0.20 4.20
```

As for the spin multiplicity: 2. The HOMO energy (alpha / beta) comes out at -16.75 / -17.36 eV. The calculation puts the energy relative to the best compared isomer or geometry (same formula, charge and spin) at 84.2 kJ/mol. The HOMO-LUMO gap (alpha / beta) comes out at 0.2787 / 0.2461 Ha. The total charge is +3. The calculation puts the electronic energy at -3800.49001 hartree.

Now the Mulliken charges, all in e: -0.0796 -0.4454 -1.0082 -0.9382 0.6397 -0.8773 -0.4916 -0.6205 -1.0626 -0.2770 -0.5157 0.1360 0.4332 0.3641 0.5368 0.4796 0.4506 0.3306 0.4798 0.2982 0.5755 0.3129 0.2814 0.4413 0.3779 0.5921 0.1916 0.3310 0.1157 -0.9632 0.5039 -1.0552 -1.0079 0.3806 0.4301 -0.5144 -1.0832 -1.0446 0.2266 -0.9504 -0.9948 -1.0238 0.4608 0.1423 0.3727 0.4196 0.3405 0.3335 0.4449 0.3043 0.2741 -0.1446 0.2631 0.5074 0.3878 0.4142 0.3504 0.2728 0.3404 0.4431 0.2434 0.2521 0.4670 0.3384 0.4325 0.3361 0.3223 0.3181 0.4073